{
  "formula": "C4H5LiO3Ru",
  "method": "ωB97M-V/def2-TZVPD",
  "total_charge": 2,
  "de_lowest_kcal_mol": 27.0,
  "homo_energy_ev": [-15.034, -18.518],
  "e_lumo_ev": [-8.6, -12.0],
  "gap_ev": [6.46, 6.54],
  "spin_multiplicity": 7,
  "elements": ["Ru", "O", "C", "H", "H", "H", "C", "C", "O", "C", "O", "Li", "H", "H"],
  "positions_angstrom": [[-1.597, -1.862, 0.044], [-0.456, -0.351, 1.259], [-0.194, -0.018, 2.634], [0.820, -0.325, 2.909], [-0.323, 1.063, 2.754], [-0.936, -0.581, 3.204], [-0.258, 0.148, -2.939], [-0.046, 0.381, -1.640], [-0.037, -0.816, -0.844], [0.372, 0.081, 0.314], [1.347, 0.782, 0.480], [1.952, 1.396, -1.306], [0.202, 0.836, -3.651], [-0.845, -0.734, -3.219]],
  "lowdin_spin": [4.500, 0.169, 0.018, 0.002, 0.001, 0.005, 0.281, 0.507, 0.299, 0.047, 0.081, 0.033, 0.019, 0.038]
}

---

{
  "formula": "C4H5N",
  "method": "ωB97M-V/def2-TZVPD",
  "de_lowest_kcal_mol": 69.5,
  "homo_energy_ev": -10.762,
  "e_lumo_ev": 0.9,
  "gap_ev": 11.68,
  "spin_multiplicity": 1,
  "elements": ["N", "C", "C", "C", "C", "H", "H", "H", "H", "H"],
  "positions_angstrom": [[-0.473, 1.688, 0.459], [0.555, 2.284, 0.328], [0.042, 0.272, 0.586], [0.649, -0.502, -0.563], [-0.784, -0.698, -0.164], [0.395, 0.050, 1.588], [1.357, -1.290, -0.310], [0.879, 0.014, -1.491], [-1.091, -1.585, 0.371], [-1.528, -0.234, -0.804]],
  "mulliken_charge": [-0.315, -0.047, 0.092, -0.524, -0.557, 0.373, 0.232, 0.258, 0.230, 0.259]
}

---

{
  "formula": "C4H5N",
  "method": "ωB97M-V/def2-TZVPD",
  "de_lowest_kcal_mol": 77.2,
  "homo_energy_ev": -9.009,
  "e_lumo_ev": 0.8,
  "gap_ev": 9.84,
  "spin_multiplicity": 1,
  "elements": ["C", "C", "C", "C", "N", "H", "H", "H", "H", "H"],
  "positions_angstrom": [[-0.587, -0.363, 1.013], [0.559, 0.262, 1.072], [-1.159, -0.384, -0.386], [0.814, 0.428, -1.028], [-0.377, -0.044, -1.310], [-1.130, -0.837, 1.701], [1.240, 0.419, 1.987], [-2.148, -0.854, -0.516], [1.074, 1.516, -1.180], [1.714, -0.142, -1.353]],
  "mulliken_charge": [-0.243, -0.557, -0.014, -0.338, -0.369, 0.455, 0.263, 0.322, 0.235, 0.245]
}

---

{
  "formula": "C4H5N",
  "method": "ωB97M-V/def2-TZVPD",
  "de_lowest_kcal_mol": 65.0,
  "homo_energy_ev": -9.425,
  "smiles": "C#C[C@H]1CN1",
  "e_lumo_ev": 1.1,
  "gap_ev": 10.57,
  "spin_multiplicity": 1,
  "elements": ["C", "C", "C", "C", "N", "H", "H", "H", "H", "H"],
  "positions_angstrom": [[-0.265, -1.909, -1.283], [-0.376, -1.018, -0.480], [-0.515, 0.066, 0.469], [0.685, 0.865, 0.830], [-0.364, 1.453, 0.012], [-0.166, -2.702, -1.992], [-1.297, -0.074, 1.212], [1.627, 0.585, 0.364], [0.761, 1.269, 1.835], [-0.090, 1.464, -0.967]],
  "mulliken_charge": [0.356, -0.697, -0.210, -0.357, -0.561, 0.399, 0.301, 0.263, 0.239, 0.266]
}

---

{
  "formula": "C4H5N",
  "method": "ωB97M-V/def2-TZVPD",
  "de_lowest_kcal_mol": 51.8,
  "homo_energy_ev": -8.429,
  "smiles": "c1cc[nH]c1",
  "e_lumo_ev": 1.1,
  "gap_ev": 9.48,
  "spin_multiplicity": 1,
  "elements": ["N", "C", "C", "C", "C", "H", "H", "H", "H", "H"],
  "positions_angstrom": [[0.300, 1.156, -0.240], [1.303, 0.183, -0.134], [0.558, -1.009, -0.008], [-0.823, -0.751, 0.003], [-0.939, 0.610, -0.193], [0.483, 2.133, -0.410], [1.497, -0.138, 0.946], [1.076, -1.951, 0.131], [-1.623, -1.450, 0.192], [-1.832, 1.216, -0.286]],
  "mulliken_charge": [-0.026, -0.329, -0.265, -0.551, -0.330, 0.186, 0.147, 0.394, 0.385, 0.389]
}

---

{
  "formula": "C4H5N2",
  "method": "ωB97M-V/def2-TZVPD",
  "total_charge": 1,
  "de_lowest_kcal_mol": 88.1,
  "homo_energy_ev": -16.463,
  "e_lumo_ev": -5.4,
  "gap_ev": 11.11,
  "spin_multiplicity": 1,
  "elements": ["C", "C", "C", "C", "N", "N", "H", "H", "H", "H", "H"],
  "positions_angstrom": [[-0.023, -2.159, 2.189], [-0.524, -0.036, -0.907], [0.619, 0.811, -1.227], [0.417, 1.733, -0.202], [-0.323, -1.666, 1.223], [-0.751, 1.372, -0.626], [0.306, -2.686, 3.100], [-1.192, -0.403, -1.589], [-0.502, -0.593, -0.047], [1.250, 0.995, -2.147], [0.723, 2.632, 0.232]],
  "mulliken_charge": [-0.058, -0.129, -0.234, 0.215, -0.284, -0.165, 0.335, 0.302, 0.326, 0.305, 0.387]
}

---

Number 1: E -482.59439 a.u.. Number 2: E -210.05299 a.u.. Number 3: E -210.04066 a.u.. Number 4: E -210.06017 a.u.. Number 5: E -210.08121 a.u.. Number 6: E -264.47500 a.u..